This record from the OMol25 dataset describes a molecular structure, C33H29BrF7N3O3Y in a non-equilibrium geometry. The level of theory is wB97M-V/def2-TZVPD.

CARTESIAN COORDINATES (ANGSTROEM)
Y1 0.226 -0.331 -0.407
O1 -0.732 -0.553 -2.380
C1 -0.555 -1.080 -3.527
C2 -1.661 -1.225 -4.419
C3 -1.523 -1.735 -5.678
C4 -0.270 -2.148 -6.149
C5 0.816 -2.032 -5.325
C6 0.722 -1.515 -4.022
C7 1.928 -1.415 -3.272
N1 2.046 -1.125 -2.027
C8 3.395 -1.024 -1.506
C9 3.363 -0.355 -0.123
N2 2.415 0.724 -0.167
C10 2.736 1.888 0.240
C11 1.857 3.016 0.210
C12 2.288 4.208 0.802
C13 1.502 5.333 0.835
C14 0.239 5.296 0.236
C15 -0.215 4.156 -0.367
C16 0.556 2.952 -0.403
O2 0.089 1.908 -0.962
H1 -2.627 -0.900 -4.056
H2 -2.387 -1.820 -6.323
H3 -0.165 -2.543 -7.149
H4 1.792 -2.350 -5.673
H5 2.841 -1.625 -3.857
H6 3.849 -2.023 -1.419
H7 4.027 -0.423 -2.179
H8 2.998 -1.078 0.618
H9 4.376 -0.018 0.167
H10 3.750 2.076 0.644
H11 3.273 4.228 1.255
H12 1.855 6.236 1.312
H13 -0.385 6.182 0.255
H14 -1.192 4.119 -0.831
C17 -1.434 3.883 4.651
C18 -1.818 3.124 3.423
C19 -3.155 2.898 3.118
C20 -3.492 2.172 1.991
C21 -2.450 1.648 1.242
Br1 -2.824 0.609 -0.327
N3 -1.179 1.824 1.519
C22 -0.871 2.567 2.567
H15 -2.252 4.524 4.972
H16 -0.553 4.491 4.473
H17 -1.212 3.182 5.455
H18 -3.928 3.296 3.760
H19 -4.517 2.011 1.702
H20 0.186 2.724 2.730
C23 1.579 0.165 4.160
C24 0.820 -0.722 3.140
O3 0.932 -0.351 1.877
C25 1.395 -2.167 3.347
F1 2.655 -2.232 2.887
F2 1.474 -2.557 4.643
F3 0.712 -3.127 2.717
C26 -0.696 -0.777 3.562
F4 -1.489 -0.877 2.483
F5 -1.040 -1.788 4.381
F6 -1.098 0.333 4.213
H21 2.632 0.149 3.891
H22 1.446 -0.207 5.174
H23 1.211 1.184 4.087
F7 -3.107 -4.988 -4.355
C27 -2.455 -4.372 -3.320
C28 -1.079 -4.459 -3.244
C29 -0.431 -3.859 -2.185
C30 -1.136 -3.161 -1.188
C31 -0.449 -2.559 -0.048
C32 -2.535 -3.096 -1.314
C33 -3.192 -3.690 -2.370
H24 -0.533 -4.992 -4.009
H25 0.650 -3.906 -2.126
H26 -1.095 -2.601 0.836
H27 0.469 -3.122 0.167
H28 -3.098 -2.549 -0.569
H29 -4.265 -3.633 -2.466

Summary:
Energy: -135419.56687 eV
Kohn-Sham gap: 6.2 eV
Charge: -1
Relative energy (zero: lowest compared OMol25 entry of this formula, charge and spin): 0.609 eV

In elementary charge units, the Mulliken charges are: number 1, Y, carries 0.231; number 2, O, carries 0.465; number 3, C, carries 0.641; number 4, C, carries -0.807; number 5, C, carries -0.479; number 6, C, carries -0.770; number 7, C, carries -0.895; number 8, C, carries 0.685; number 9, C, carries -0.683; number 10, N, carries 0.362; number 11, C, carries -1.272; number 12, C, carries -0.387; number 13, N, carries 0.380; number 14, C, carries -0.445; number 15, C, carries 0.600; number 16, C, carries -0.635; number 17, C, carries -0.798; number 18, C, carries -0.529; number 19, C, carries -0.447; number 20, C, carries 0.282; number 21, O, carries -0.601; number 22, H, carries 0.373; number 23, H, carries 0.408; number 24, H, carries 0.381; number 25, H, carries 0.313; number 26, H, carries 0.215; number 27, H, carries 0.374; number 28, H, carries 0.505; number 29, H, carries -0.261; number 30, H, carries 0.694; number 31, H, carries 0.138; number 32, H, carries 0.337; number 33, H, carries 0.380; number 34, H, carries 0.423; number 35, H, carries 0.435; number 36, C, carries -1.633; number 37, C, carries 0.501; number 38, C, carries -0.723; number 39, C, carries -1.071; number 40, C, carries 0.139; number 41, Br, carries -0.051; number 42, N, carries 0.998; number 43, C, carries -0.658; number 44, H, carries 0.435; number 45, H, carries 0.360; number 46, H, carries 0.307; number 47, H, carries 0.405; number 48, H, carries 0.506; number 49, H, carries 0.550; number 50, C, carries -2.026; number 51, C, carries 0.763; number 52, O, carries 0.586; number 53, C, carries 0.456; number 54, F, carries -0.287; number 55, F, carries -0.314; number 56, F, carries -0.240; number 57, C, carries 0.537; number 58, F, carries -0.090; number 59, F, carries -0.333; number 60, F, carries -0.332; number 61, H, carries 0.426; number 62, H, carries 0.426; number 63, H, carries 0.306; number 64, F, carries -0.428; number 65, C, carries 0.411; number 66, C, carries -0.602; number 67, C, carries 0.006; number 68, C, carries 0.351; number 69, C, carries -1.868; number 70, C, carries -0.105; number 71, C, carries -0.921; number 72, H, carries 0.410; number 73, H, carries 0.337; number 74, H, carries 0.566; number 75, H, carries 0.384; number 76, H, carries 0.472; number 77, H, carries 0.436